No. 1
18
Properties=species:S:1:pos:R:3:forces:R:3 method="wB97M-V/def2-TZVPD" orbital_gap_ev=10.1042 total_charge=0 homo_energy_ev=-9.276 e_tot_ha=-687.05512 e_above_lowest_kj_mol=404.90
C -1.6016 0.8021 -0.8858 -0.241 -1.467 0.366
C 0.8592 1.0324 -0.7771 0.075 -0.749 1.088
C 0.5251 -1.4983 1.7688 0.258 -1.163 -2.000
C -0.3473 0.5400 -0.0824 -2.029 2.118 3.182
N 0.7004 -1.7228 -0.9165 -0.217 1.142 -0.597
O -1.6731 -1.7255 0.1948 -0.397 -0.701 0.272
S -0.3067 -1.2931 0.1076 2.309 1.093 1.672
H -1.5000 0.3506 -1.8258 0.604 -0.304 -1.845
H -2.5651 0.3956 -0.6380 -0.129 -0.371 1.334
H -1.7525 1.8105 -0.9725 -0.123 2.693 -0.524
H 1.6847 0.4895 -0.4539 1.615 -1.230 0.700
H 1.1404 1.9950 -0.5202 -0.104 2.292 -0.002
H 0.8161 0.8126 -1.7842 -0.187 0.055 -2.304
H 0.7006 -2.6167 1.8121 -0.091 1.391 0.253
H 1.4547 -0.8891 1.8790 -0.866 -0.592 -0.370
H -0.2660 -1.1743 2.3688 -0.849 0.298 1.696
H -0.5010 1.3589 1.0318 0.554 -3.391 -2.827
H 0.8241 -2.6486 -1.2299 -0.183 -1.114 -0.095



No. 2
100
Properties=species:S:1:pos:R:3:forces:R:3 method="wB97M-V/def2-TZVPD" orbital_gap_ev=5.8915 total_charge=-1 homo_energy_ev=-3.980 e_tot_ha=-9625.94543 e_above_lowest_kj_mol=20.99
Sr 1.0628 0.6557 1.2015 0.273 0.388 0.196
C 1.2567 0.2780 -2.7745 -0.004 0.005 -0.003
C 0.9960 -1.0076 -2.0579 0.007 -0.041 -0.014
C 0.6535 -2.2617 -2.5879 0.047 0.052 -0.001
C 0.5607 -3.1035 -1.4973 0.015 0.004 -0.015
C 0.2039 -4.5537 -1.4825 0.010 -0.006 0.008
N 0.8332 -2.3777 -0.3937 -0.031 -0.079 -0.071
N 1.0934 -1.0909 -0.7389 -0.073 -0.048 0.187
B 0.9461 -2.8941 1.0656 -0.038 -0.055 0.016
N 2.2928 -2.4873 1.7033 -0.043 -0.175 0.003
N 2.5830 -1.2285 2.1250 -0.041 -0.054 -0.127
C 3.8184 -1.2500 2.6028 -0.004 -0.019 0.032
C 4.4720 -0.0167 3.1324 0.016 0.006 0.000
C 4.3476 -2.5469 2.4980 0.020 0.049 -0.005
C 3.3500 -3.3003 1.9174 -0.022 -0.011 0.011
C 3.3695 -4.7499 1.5583 -0.002 0.001 -0.012
N -0.2724 -2.4605 1.9291 0.015 -0.094 0.078
N -0.5220 -1.1724 2.2688 0.049 0.061 -0.244
C -1.6069 -1.1654 3.0256 0.004 -0.031 -0.001
C -2.1385 0.1106 3.5910 -0.009 0.026 0.005
C -2.0847 -2.4749 3.1889 -0.012 0.031 0.004
C -1.2067 -3.2674 2.4763 0.020 0.019 0.028
C -1.2300 -4.7520 2.3154 0.015 -0.004 0.008
H 0.8551 0.2391 -3.7881 -0.002 -0.006 -0.004
H 2.3259 0.4882 -2.8160 -0.002 0.003 0.001
H 0.7972 1.1199 -2.2556 -0.002 0.006 -0.001
H 0.4944 -2.5246 -3.6201 -0.003 -0.019 0.023
H 0.1249 -4.9147 -2.5074 -0.005 0.011 -0.005
H -0.7554 -4.7239 -0.9903 0.003 0.000 0.009
H 0.9512 -5.1519 -0.9610 0.004 -0.005 -0.004
H 0.9151 -4.0881 1.0145 -0.001 -0.007 -0.002
H 3.7747 0.5567 3.7424 0.005 0.002 -0.011
H 4.8068 0.6264 2.3155 -0.001 0.000 0.005
H 5.3371 -0.2773 3.7426 0.003 -0.006 -0.001
H 5.3267 -2.8818 2.7982 0.003 -0.015 0.000
H 4.3476 -5.1662 1.7964 0.004 0.006 0.007
H 3.1852 -4.8997 0.4933 -0.002 -0.005 -0.001
H 2.6130 -5.3132 2.1066 -0.004 -0.003 -0.003
H -1.6269 0.9690 3.1530 0.000 0.001 -0.005
H -1.9875 0.1509 4.6720 0.001 -0.010 0.003
H -3.2077 0.2127 3.3978 0.000 -0.009 -0.004
H -2.9461 -2.8034 3.7467 -0.004 -0.002 0.006
H -2.0908 -5.1575 2.8459 -0.004 0.009 0.004
H -0.3281 -5.2118 2.7209 0.002 -0.005 -0.002
H -1.3034 -5.0445 1.2679 0.005 -0.005 -0.002
C -3.2994 2.6356 1.2785 -0.012 0.042 -0.016
O -2.8120 1.7277 0.2998 0.038 0.022 0.044
C -3.6862 1.2764 -0.6126 0.002 -0.081 -0.002
C -5.0516 1.4766 -0.5608 -0.028 0.007 0.009
C -5.8598 0.9656 -1.5763 0.016 0.006 0.009
Br -7.7329 1.2682 -1.4919 -0.008 0.000 -0.002
C -5.3341 0.2689 -2.6276 -0.012 -0.014 -0.016
C -3.9466 0.0507 -2.6881 -0.014 0.020 0.049
C -3.1125 0.5491 -1.6856 -0.029 0.010 -0.026
O -1.7891 0.3942 -1.6621 0.029 -0.015 -0.059
C -3.3635 -0.6778 -3.8096 0.040 -0.033 -0.019
N -2.0825 -0.7207 -4.0813 -0.001 0.046 0.032
C -1.9613 -1.4980 -5.2195 -0.014 -0.009 -0.020
C -0.8300 -1.8517 -5.9509 -0.021 0.014 0.006
C -1.0064 -2.6520 -7.0636 0.011 0.001 0.002
C -2.2787 -3.0936 -7.4529 -0.002 -0.006 -0.006
C -3.4132 -2.7422 -6.7444 -0.004 0.005 0.001
C -3.2277 -1.9375 -5.6276 0.036 -0.020 -0.006
N -4.1054 -1.3968 -4.7101 -0.030 0.029 0.012
H -3.9821 2.1330 1.9700 0.002 -0.001 0.000
H -3.8111 3.4745 0.7992 -0.002 -0.003 0.002
H -2.4230 3.0143 1.7986 -0.015 -0.004 0.004
H -5.4983 2.0270 0.2524 0.008 0.002 0.002
H -5.9879 -0.0809 -3.4145 0.005 -0.002 0.000
H -1.5014 -0.0500 -2.4942 -0.017 -0.003 0.044
H 0.1482 -1.5010 -5.6506 0.002 -0.002 -0.019
H -0.1465 -2.9452 -7.6513 0.006 0.003 0.001
H -2.3746 -3.7204 -8.3299 -0.003 -0.001 -0.002
H -4.3952 -3.0788 -7.0507 -0.004 -0.001 0.000
H -5.0966 -1.5450 -4.6691 0.007 -0.012 0.002
O 3.7406 3.5923 2.7615 -0.017 0.048 0.050
C 4.0053 4.5915 1.7977 0.011 -0.003 -0.010
C 2.8414 4.8654 0.8334 -0.021 -0.016 -0.003
C 3.1162 6.2345 0.1835 0.013 -0.010 -0.015
O 3.0951 7.3450 1.0788 0.006 0.001 0.022
C 1.5134 4.9933 1.6215 0.080 0.021 0.002
Se 0.2145 3.5159 1.6886 -0.344 0.147 -0.143
C 2.7827 3.8700 -0.3456 -0.087 0.081 0.067
Se 3.4716 2.0401 -0.0594 0.047 -0.080 -0.015
H 3.5886 2.7815 2.2416 0.025 -0.027 -0.027
H 4.8907 4.3284 1.2041 0.004 0.018 -0.007
H 4.2250 5.5068 2.3523 -0.008 -0.006 0.017
H 2.3898 6.3897 -0.6249 0.000 -0.006 -0.003
H 4.1152 6.2327 -0.2594 0.000 0.005 0.001
H 2.2931 7.2683 1.6069 -0.002 0.001 -0.007
H 0.9288 5.8151 1.1967 -0.002 -0.008 -0.009
H 1.7432 5.2450 2.6576 0.010 0.010 0.003
H 3.3706 4.2721 -1.1744 0.032 -0.014 0.020
H 1.7483 3.7992 -0.6814 0.011 -0.003 -0.033
C -0.0189 3.1205 5.2535 0.055 0.050 -0.013
C 0.7328 1.9913 4.7313 0.130 0.097 0.099
N 1.3630 1.1273 4.3168 -0.087 -0.241 -0.118
H -0.3937 3.6741 4.3884 -0.033 -0.011 0.003
H 0.6502 3.7624 5.8250 -0.001 -0.009 0.015
H -0.8337 2.7803 5.8905 -0.020 -0.011 -0.019



No. 3
162
Properties=species:S:1:pos:R:3:forces:R:3 method="wB97M-V/def2-TZVPD" orbital_gap_ev=9.7889 total_charge=0 homo_energy_ev=-9.930 smiles="FC(F)C(F)(F)COC(F)(F)C(F)F.FC(F)C(F)(F)COC(F)(F)C(F)F.FC(F)C(F)(F)COC(F)(F)C(F)F.O=C1CCCO1.O=C1CCCO1.O=C1CCCO1.O=C1CCCO1.O=C1CCCO1.O=C1CCCO1.CCCC#N.CCCC#N.CCCC#N" e_tot_ha=-5674.31619 e_above_lowest_kj_mol=474.11
F 3.8981 -3.9800 -0.1661 0.570 -1.262 -0.681
C 4.1291 -3.6761 1.1164 1.087 2.953 -0.680
F 3.0954 -4.0432 1.8252 -1.249 -1.603 1.497
C 5.5006 -4.0777 1.7277 0.521 0.345 0.620
F 6.5192 -3.5001 1.0076 -0.885 -0.528 -0.138
F 5.6921 -5.4382 1.7299 -0.161 0.943 -0.005
C 5.6676 -3.5847 3.2120 -0.109 -1.494 0.398
O 5.3296 -2.2741 3.5643 0.495 2.568 -0.718
C 6.3545 -1.2960 3.6469 -0.937 -0.155 -0.646
F 7.1315 -1.6273 4.6944 0.545 0.156 -0.286
F 7.0919 -1.2105 2.5064 -0.204 -0.449 0.929
C 5.7274 0.1213 3.9258 -0.355 -0.264 -0.560
F 6.6687 1.1346 4.0322 -1.036 -1.614 -0.378
F 4.8668 0.3976 2.8798 0.988 0.002 0.990
H 4.0753 -2.5874 1.1083 0.649 0.370 0.312
H 6.6669 -3.8167 3.5803 0.224 -0.160 -0.510
H 4.9997 -4.1959 3.8190 -0.118 -0.138 -0.156
H 5.1653 0.0416 4.8563 -0.078 0.358 -0.026
F 1.1444 -8.6743 -1.2045 0.358 1.652 0.909
C 0.7458 -9.8553 -0.7235 -1.629 -1.074 -0.943
F 1.8164 -10.6536 -0.7847 0.412 -0.574 0.913
C 0.0182 -9.8294 0.7157 0.896 0.579 -1.634
F 0.9726 -9.7814 1.6543 0.452 0.410 0.512
F -0.6447 -10.9918 0.9429 -0.073 0.378 -0.673
C -0.8920 -8.6058 0.8734 -0.847 0.031 0.014
O -1.9466 -8.6175 -0.1067 -0.563 0.653 -1.890
C -2.3095 -7.3493 -0.7006 1.090 -2.338 2.385
F -2.6119 -6.5831 0.3313 -0.884 1.369 0.497
F -1.2336 -6.8062 -1.2717 0.141 0.226 -0.725
C -3.4259 -7.5151 -1.7422 -0.288 -1.123 -1.537
F -4.5937 -8.0562 -1.3114 0.642 0.575 0.692
F -3.7042 -6.3528 -2.3855 0.230 0.067 0.792
H 0.0736 -10.1742 -1.5201 -0.634 -0.627 0.518
H -0.3427 -7.6658 0.8208 0.301 -0.272 0.054
H -1.3671 -8.7134 1.8486 0.112 0.154 0.145
H -3.0557 -8.2047 -2.5008 0.282 -0.060 -0.003
F -5.8096 0.3924 -1.0297 -0.402 1.040 1.811
C -6.2902 -0.0199 -2.1908 2.339 -0.151 -1.967
F -6.8235 -1.2097 -2.0588 -0.971 -1.359 0.428
C -7.2188 0.8996 -2.9270 -1.130 1.063 0.688
F -8.3871 0.9839 -2.2081 0.499 0.603 -0.034
F -7.5627 0.2813 -4.0626 0.126 -0.251 -0.772
C -6.5763 2.2762 -3.2403 -0.732 -0.817 0.431
O -7.6156 3.0862 -3.7752 -0.039 0.406 -0.542
C -7.5061 4.4729 -3.6634 -0.310 -2.525 -2.314
F -7.6008 4.7518 -2.4012 -0.315 1.480 1.935
F -6.3096 4.8613 -4.1035 0.653 0.626 -0.231
C -8.6818 5.0809 -4.5239 -0.365 0.370 1.580
F -8.6454 6.4387 -4.4841 0.441 -0.044 0.207
F -8.6915 4.7289 -5.8012 0.531 -0.533 -0.364
H -5.3881 -0.1031 -2.7970 0.076 -0.287 -0.607
H -5.7804 2.0898 -3.9612 -0.033 0.152 -0.151
H -6.1300 2.6309 -2.3113 -0.175 0.427 0.012
H -9.6061 4.7755 -4.0334 -0.137 -0.200 -0.114
O -6.9963 2.8717 5.3883 1.015 1.042 -0.602
C -6.4314 3.3919 4.4529 -1.763 -1.214 -0.557
C -6.5430 4.7851 3.8606 0.907 0.425 0.189
C -6.1623 4.6035 2.3817 -1.277 0.387 -0.130
C -5.3049 3.3669 2.4121 0.360 -0.133 0.079
O -5.7346 2.6238 3.5643 0.447 0.044 0.375
H -7.4781 5.3117 4.0515 0.016 -0.406 0.046
H -5.7518 5.3525 4.3507 0.062 0.274 0.137
H -7.0751 4.4514 1.8057 -0.097 -0.259 -0.028
H -5.7006 5.4754 1.9184 0.293 -0.095 0.275
H -5.3892 2.6793 1.5706 -0.126 0.236 -0.071
H -4.2636 3.6774 2.4988 0.202 -0.308 0.277
O -1.3629 7.0587 4.2850 1.867 0.384 -0.906
C -0.3973 7.0583 3.5353 -1.734 0.891 1.218
C 0.6825 8.1313 3.2701 0.364 -0.718 -0.125
C 1.7269 7.2965 2.5356 -0.235 -1.137 -1.703
C 0.8271 6.2669 1.7610 0.646 0.886 0.700
O -0.2135 6.0485 2.6985 -0.426 -1.554 -0.352
H 0.2697 8.8569 2.5692 -0.183 0.159 0.171
H 1.0575 8.6329 4.1622 -0.319 -0.108 -0.040
H 2.3551 7.7442 1.7654 0.055 0.655 0.419
H 2.3691 6.6951 3.1790 -0.051 0.255 0.283
H 0.3546 6.6238 0.8459 0.200 0.392 -0.071
H 1.3609 5.3524 1.5025 -0.223 -0.141 0.378
O -2.5861 -1.2787 -6.0149 1.682 0.824 -0.019
C -1.5381 -0.8339 -6.4366 -0.697 -0.619 0.117
C -1.0470 -0.9632 -7.8798 0.764 0.505 1.110
C 0.3746 -0.3570 -7.8120 0.214 0.668 -0.116
C 0.3331 0.5389 -6.5424 -0.312 -0.495 -0.586
O -0.6325 -0.1058 -5.6943 -0.964 -0.293 -0.099
H -1.1545 -1.9852 -8.2433 0.066 0.179 0.071
H -1.7205 -0.2978 -8.4200 0.078 -0.107 -0.386
H 1.2479 -0.9947 -7.6745 -0.548 -0.762 -0.112
H 0.5928 0.1951 -8.7261 -0.005 0.254 0.143
H 1.2811 0.5919 -6.0071 -0.108 -0.171 -0.032
H 0.0087 1.5600 -6.7429 -0.171 0.032 -0.046
O 1.7046 1.0078 -1.1450 -3.789 -3.961 1.766
C 0.7965 0.2122 -0.7214 3.220 2.636 -1.988
C -0.2913 0.5705 0.3137 0.885 -1.179 -0.648
C -0.9293 -0.7770 0.5859 0.211 -0.615 -0.332
C -0.6225 -1.5576 -0.7090 -1.265 -0.985 0.574
O 0.6028 -1.0822 -1.2274 0.584 2.647 0.729
H 0.1528 0.9933 1.2148 -0.148 0.491 -0.408
H -0.9839 1.2013 -0.2437 0.053 0.451 0.405
H -0.4248 -1.3415 1.3701 -0.011 0.405 0.349
H -1.9875 -0.6888 0.8322 0.048 -0.249 -0.160
H -0.5076 -2.6250 -0.5202 0.094 0.026 0.053
H -1.4402 -1.4787 -1.4254 0.178 0.347 -0.366
O 6.9856 -0.7178 -6.8107 -1.795 -0.426 2.267
C 6.2646 -0.9428 -5.8252 2.589 0.873 -3.609
C 6.3269 -0.2558 -4.5140 0.074 -0.812 0.360
C 5.7338 -1.3385 -3.5837 -0.637 1.103 -0.420
C 4.7768 -2.0760 -4.5510 0.456 -0.586 0.461
O 5.3380 -1.8839 -5.8598 -0.707 -0.601 0.134
H 7.3823 -0.0556 -4.3292 -0.303 0.518 0.190
H 5.6993 0.6300 -4.6118 0.223 0.209 0.293
H 6.5740 -1.9134 -3.1941 -0.446 -0.368 0.059
H 5.1435 -0.8728 -2.7945 0.270 -0.277 0.282
H 4.7200 -3.1512 -4.3815 0.142 0.023 0.033
H 3.7480 -1.7166 -4.5298 0.097 0.371 0.001
O -3.3310 -6.3590 5.2622 0.276 0.146 -0.193
C -3.3785 -5.1572 5.2623 1.178 -2.077 -0.312
C -2.3504 -4.1987 4.6373 -1.148 0.725 -0.276
C -3.2120 -2.9276 4.6596 0.163 1.177 1.189
C -4.2043 -3.1576 5.8402 0.080 0.753 -0.942
O -4.4082 -4.5432 5.8298 -0.479 -0.348 0.061
H -1.3910 -4.1173 5.1481 -0.351 -0.013 0.644
H -2.0450 -4.5041 3.6366 -0.481 -0.253 -0.028
H -2.6890 -1.9899 4.8479 0.327 -0.100 -0.146
H -3.8253 -2.7476 3.7766 0.200 -0.438 -0.190
H -3.8924 -2.9142 6.8559 0.335 0.506 -0.203
H -5.1398 -2.6566 5.5911 -0.060 -0.049 0.375
C 6.0094 5.3642 -2.4472 -0.054 -0.454 0.438
C 5.8286 4.7415 -1.0518 1.432 -0.010 0.043
C 6.3742 3.2882 -0.9562 -1.361 -0.418 -0.578
C 7.6804 3.0365 -1.5566 1.252 0.169 -0.184
N 8.7200 2.8382 -2.0273 -1.143 0.191 0.453
H 5.5226 4.7462 -3.2017 0.024 0.038 -0.132
H 7.0786 5.4081 -2.6541 -0.051 0.011 -0.237
H 5.6087 6.3755 -2.5162 -0.041 -0.056 0.138
H 4.8072 4.8105 -0.6776 0.071 -0.246 -0.044
H 6.4954 5.2675 -0.3687 -0.342 0.519 0.183
H 5.6940 2.6291 -1.4957 -0.174 -0.097 -0.241
H 6.3212 2.8792 0.0527 0.341 0.308 0.162
C 1.1636 -3.6539 9.1409 0.081 0.088 -0.801
C 2.6072 -3.4567 8.6668 -0.204 -0.584 1.258
C 2.8854 -2.0920 7.9812 0.118 -1.062 0.765
C 2.0516 -1.8860 6.8377 -1.284 0.271 -2.171
N 1.4061 -1.6898 5.8968 0.576 -0.258 0.955
H 0.5423 -3.7619 8.2518 -0.416 0.276 0.152
H 0.8452 -2.8155 9.7605 -0.211 -0.045 -0.070
H 1.0479 -4.5832 9.6986 0.172 0.092 0.100
H 2.8853 -4.3586 8.1217 0.111 0.425 -0.771
H 3.1832 -3.5929 9.5821 0.555 0.677 -0.050
H 3.9167 -2.0258 7.6345 0.092 0.138 0.288
H 2.6293 -1.2687 8.6481 0.399 -0.040 0.316
C 1.0553 5.9496 -4.2039 -0.322 0.186 -0.645
C -0.2150 6.4628 -4.9031 0.162 0.041 0.199
C -1.4388 5.5378 -4.7112 0.442 0.059 -0.403
C -1.7117 5.1915 -3.3130 -0.500 0.211 0.671
N -1.9214 4.9418 -2.2042 0.235 0.139 -0.909
H 1.9083 6.5941 -4.4164 -0.023 -0.009 -0.154
H 1.2471 4.9669 -4.6349 0.324 -0.159 0.368
H 0.9776 5.9010 -3.1177 -0.268 -0.195 -0.066
H -0.0629 6.5302 -5.9803 0.209 -0.199 -0.079
H -0.4244 7.4969 -4.6294 -0.282 -0.086 0.390
H -1.2858 4.5995 -5.2443 0.331 -0.179 0.076
H -2.2868 5.9616 -5.2492 -0.318 0.162 0.579



No. 4
14
Properties=species:S:1:pos:R:3:forces:R:3 method="wB97M-V/def2-TZVPD" orbital_gap_ev=9.5484 total_charge=0 homo_energy_ev=-9.069 smiles="C1=NN2C[C@@H]2[C@@H]2O[C@@H]12" e_tot_ha=-378.57893 e_above_lowest_kj_mol=766.69
C 0.5792 1.4827 -0.1265 -2.339 2.397 -0.618
N -0.6560 1.3417 -0.6051 2.561 1.325 1.226
N -1.3149 0.1049 -0.5646 -0.146 1.387 -4.234
C -1.4552 -0.4377 0.6560 2.599 -0.248 3.349
C -0.5507 -1.1615 -0.3691 0.459 -2.166 -0.446
C 0.8202 -0.7013 -0.5165 0.919 1.391 -0.631
O 2.1381 -0.5559 -0.1365 3.939 -1.944 1.317
C 1.2997 0.3526 0.4662 -1.477 -1.685 1.381
H 0.8790 2.5729 -0.0835 -0.079 -1.329 -0.325
H -1.0360 0.2295 1.5069 -0.213 -1.696 -1.219
H -2.3869 -0.7749 0.9009 -2.357 -1.263 0.507
H -0.6628 -2.0571 -1.1681 -1.144 2.044 2.280
H 1.0637 -0.3503 -1.5019 -1.882 0.147 -1.305
H 1.2824 -0.0457 1.5419 -0.841 1.641 -1.282



No. 5
13
Properties=species:S:1:pos:R:3:forces:R:3 method="wB97M-V/def2-TZVPD" orbital_gap_ev="8.3259 / 7.4007" total_charge=0 homo_energy_ev="-8.277 / -7.443" e_tot_ha=-410.91154 e_above_lowest_kj_mol=727.34
C 0.4870 1.0108 -0.3850 0.271 -1.126 -0.050
N 1.2320 -0.4828 1.1785 0.524 -0.738 -0.525
N -0.2500 0.2935 -1.1984 0.727 0.336 -0.005
N 0.3307 0.5499 1.1450 0.694 0.668 -0.118
N -1.6041 0.1731 -0.9677 -1.245 0.041 0.121
O -0.9062 0.3792 1.4869 -1.317 -0.160 0.786
O 0.6089 -1.6041 0.5765 -0.201 0.685 0.233
H 1.5270 1.1450 -0.6357 0.120 0.158 -0.144
H 0.0956 -0.0917 -2.0748 -0.041 0.317 0.271
H 0.7902 1.2899 1.7049 -0.027 -0.313 -0.290
H -1.9578 -0.7206 -1.2943 0.377 -0.027 0.132
H -1.6988 0.2570 0.0844 0.074 -0.169 -0.580
H 1.3454 -2.1992 0.3797 0.044 0.328 0.171